Entry 1:
Here is a molecular structure, C48H40ClMoN2O9P2 at a distorted geometry from OMol25. Energies are from ωB97M-V/def2-TZVPD.

```
103
Properties=species:S:1:pos:R:3
Mo -0.710 -0.023 -0.314
O -4.143 2.460 -1.048
C -3.301 1.535 -0.658
O -2.216 1.778 -0.146
C -3.741 0.133 -0.763
C -5.009 -0.342 -1.011
C -5.247 -1.703 -0.841
C -4.232 -2.521 -0.367
C -2.986 -1.961 -0.142
N -2.749 -0.679 -0.394
C -1.820 -2.660 0.516
O -1.888 -3.813 0.867
O -0.830 -1.840 0.724
H -3.740 3.332 -0.899
H -5.795 0.341 -1.304
H -6.231 -2.105 -1.036
H -4.372 -3.571 -0.149
C -1.604 -1.326 -6.109
O -1.003 -2.584 -5.855
C -0.395 -2.755 -4.659
C 0.249 -3.981 -4.464
C 0.885 -4.222 -3.267
C 0.927 -3.264 -2.249
C 1.698 -3.506 -0.999
C 1.584 -4.868 -0.355
O 2.368 -2.640 -0.468
C 0.272 -2.049 -2.462
O 0.286 -1.110 -1.484
C -0.398 -1.797 -3.657
H -1.991 -1.377 -7.123
H -0.870 -0.519 -6.037
H -2.425 -1.132 -5.414
H 0.240 -4.713 -5.259
H 1.390 -5.167 -3.123
H 1.422 -5.671 -1.070
H 0.700 -4.838 0.291
H 2.459 -5.069 0.258
H -0.906 -0.852 -3.757
C 1.593 0.940 3.778
N 1.000 0.586 2.483
P 1.816 -0.248 1.218
C 2.598 -1.555 2.207
C 1.838 -2.685 2.511
C 2.351 -3.662 3.347
C 3.630 -3.524 3.876
C 4.390 -2.407 3.569
C 3.875 -1.419 2.737
C 3.160 0.851 0.721
C 3.177 2.207 1.031
C 4.184 3.021 0.530
C 5.166 2.488 -0.291
C 5.141 1.136 -0.617
C 4.140 0.319 -0.119
P -0.579 0.861 2.092
C -0.871 2.613 2.424
C -1.496 3.054 3.589
C -1.591 4.414 3.852
C -1.055 5.332 2.961
C -0.419 4.895 1.805
C -0.325 3.540 1.534
C -1.706 -0.067 3.147
C -3.072 0.223 3.100
C -3.978 -0.602 3.748
C -3.524 -1.718 4.442
C -2.169 -2.008 4.490
C -1.259 -1.188 3.838
H 2.676 0.870 3.704
H 1.256 0.266 4.567
H 1.327 1.964 4.045
H 0.855 -2.804 2.073
H 1.761 -4.541 3.573
H 4.035 -4.292 4.522
H 5.388 -2.300 3.974
H 4.479 -0.553 2.497
H 2.405 2.634 1.662
H 4.201 4.074 0.784
H 5.951 3.124 -0.678
H 5.902 0.719 -1.264
H 4.111 -0.733 -0.379
H -1.901 2.339 4.293
H -2.075 4.754 4.758
H -1.128 6.391 3.170
H 0.005 5.613 1.115
H 0.166 3.197 0.629
H -3.422 1.101 2.566
H -5.035 -0.371 3.719
H -4.232 -2.361 4.949
H -1.819 -2.879 5.026
H -0.203 -1.430 3.847
Cl 1.331 5.481 -6.617
C 0.802 4.389 -5.386
C -0.324 3.608 -5.608
C -0.743 2.731 -4.624
C -0.042 2.642 -3.425
C 1.086 3.430 -3.215
C 1.512 4.307 -4.196
C -0.482 1.689 -2.383
O -1.422 0.883 -2.561
O 0.136 1.684 -1.252
H -0.857 3.692 -6.545
H -1.613 2.106 -4.773
H 1.630 3.337 -2.284
H 2.390 4.921 -4.053
```

Computed properties:
frontier orbital gap (spin up / spin down) = 6.540 / 6.190 eV
2S+1 = 3
maximum force = 0.0260 Eh/bohr
net charge = +1

Entry 2:
Here is a molecular structure, C48H41BF15Ge3MnN2O3S at a distorted geometry from OMol25. Energies are from ωB97M-V/def2-TZVPD.

```
115
Properties=species:S:1:pos:R:3
Mn -17.161 -13.029 -15.768
C -24.283 -12.376 -16.531
C -23.324 -11.910 -17.623
Ge -21.443 -12.354 -17.150
C -20.877 -11.400 -15.521
C -21.314 -12.133 -14.229
C -21.416 -14.333 -16.810
C -20.490 -15.181 -16.447
Ge -18.538 -15.129 -16.684
C -18.102 -15.146 -18.798
C -18.917 -15.746 -19.942
C -18.083 -16.933 -15.899
C -18.092 -18.141 -16.789
C -21.105 -16.469 -16.134
C -21.270 -16.840 -14.791
C -21.774 -18.102 -14.423
C -22.217 -18.935 -15.421
C -22.128 -18.553 -16.770
C -21.549 -17.347 -17.154
H -25.339 -12.056 -16.570
H -24.043 -12.119 -15.514
H -24.274 -13.438 -16.462
H -23.435 -10.775 -17.714
H -23.582 -12.293 -18.616
H -21.347 -10.400 -15.531
H -19.810 -11.182 -15.535
H -22.400 -12.273 -14.141
H -21.045 -11.614 -13.331
H -20.932 -13.157 -14.217
H -22.442 -14.686 -16.744
H -17.150 -15.613 -18.690
H -17.919 -14.109 -18.919
H -19.064 -16.880 -19.828
H -18.247 -15.578 -20.786
H -19.917 -15.304 -20.003
H -18.767 -17.113 -15.045
H -17.095 -16.947 -15.357
H -19.069 -18.277 -17.232
H -17.781 -19.091 -16.314
H -17.519 -18.044 -17.690
H -20.826 -16.246 -14.001
H -21.856 -18.305 -13.382
H -22.531 -19.942 -15.227
H -22.581 -19.343 -17.347
H -21.431 -17.081 -18.165
C -15.187 -13.707 -14.295
C -14.378 -12.971 -15.080
C -14.566 -11.519 -15.071
C -13.384 -10.754 -15.527
C -12.476 -11.309 -16.334
C -12.562 -12.724 -16.666
C -13.468 -13.497 -16.081
H -15.848 -13.204 -13.543
H -15.155 -14.796 -14.207
H -14.878 -11.120 -14.071
H -13.370 -9.726 -15.240
H -11.596 -10.754 -16.658
H -11.873 -13.128 -17.420
H -13.617 -14.591 -16.235
N -17.769 -12.253 -11.774
C -17.749 -11.905 -13.108
N -17.451 -10.646 -13.410
O -18.140 -12.761 -13.934
H -17.440 -11.590 -11.154
H -18.090 -13.175 -11.581
H -17.216 -10.068 -12.617
H -17.336 -10.254 -14.326
O -19.154 -10.854 -18.308
B -20.041 -11.832 -18.575
O -19.606 -12.651 -19.667
C -18.431 -11.944 -20.135
C -17.553 -12.314 -21.127
C -16.441 -11.552 -21.356
C -16.233 -10.448 -20.501
C -17.070 -10.119 -19.462
C -18.164 -10.953 -19.277
H -17.883 -13.226 -21.675
H -15.747 -11.793 -22.127
H -15.345 -9.855 -20.668
H -16.767 -9.416 -18.698
F -13.613 -8.803 -8.451
C -12.902 -9.570 -9.259
C -13.205 -9.619 -10.603
C -12.443 -10.503 -11.360
F -12.788 -10.848 -12.599
C -11.345 -11.144 -10.856
F -10.624 -11.997 -11.667
C -11.066 -11.083 -9.481
F -9.958 -11.693 -8.982
C -11.854 -10.291 -8.698
F -11.588 -10.161 -7.381
Ge -15.011 -8.931 -11.352
S -15.884 -10.871 -16.238
C -15.342 -6.998 -10.593
C -14.441 -5.983 -10.434
F -13.127 -6.127 -10.657
C -14.794 -4.734 -9.936
F -13.850 -3.829 -9.779
C -16.106 -4.443 -9.770
F -16.499 -3.260 -9.366
C -17.038 -5.477 -9.874
F -18.393 -5.233 -9.729
C -16.623 -6.740 -10.267
F -17.612 -7.682 -10.332
C -14.225 -7.977 -13.170
C -12.900 -7.806 -13.620
F -11.865 -8.105 -12.818
C -12.614 -7.361 -14.890
F -11.333 -7.176 -15.313
C -13.646 -7.034 -15.762
F -13.325 -6.695 -16.992
C -14.983 -7.195 -15.339
F -15.932 -6.832 -16.153
C -15.219 -7.642 -14.059
F -16.532 -7.691 -13.715
```

Computed properties:
frontier orbital gap (spin up / spin down) = 7.228 / 7.301 eV
2S+1 = 6
maximum force = 0.0641 Eh/bohr
net charge = -1

Entry 3:
Here is a molecular structure, C48H41BF4GeNP2Tl from OMol25. Energies are from ωB97M-V/def2-TZVPD.

```
99
Properties=species:S:1:pos:R:3
Tl 0.183 0.061 -1.312
C -2.106 -1.581 1.382
P -1.654 -2.056 -0.328
C -0.873 -3.677 -0.073
C 0.461 -3.676 0.335
C 1.115 -4.871 0.588
C 0.448 -6.077 0.421
C -0.876 -6.085 0.008
C -1.537 -4.889 -0.234
C -3.236 -2.398 -1.158
C -3.197 -2.780 -2.501
C -4.372 -2.951 -3.215
C -5.601 -2.725 -2.607
C -5.647 -2.334 -1.278
C -4.472 -2.174 -0.555
C -0.855 -1.143 2.073
C -0.413 -1.423 3.356
C 0.843 -0.780 3.486
C 1.085 -0.166 2.265
C 2.298 0.578 1.797
P 2.953 -0.220 0.253
C 3.870 1.136 -0.556
C 3.702 1.319 -1.925
C 4.358 2.356 -2.578
C 5.184 3.213 -1.869
C 5.359 3.036 -0.500
C 4.703 2.005 0.151
C 4.319 -1.259 0.880
C 5.484 -1.456 0.142
C 6.464 -2.328 0.589
C 6.292 -3.025 1.777
C 5.129 -2.845 2.512
C 4.147 -1.973 2.068
N 0.057 -0.385 1.399
H -2.839 -0.766 1.315
H -2.579 -2.410 1.917
H 0.983 -2.733 0.461
H 2.150 -4.854 0.905
H 0.962 -7.012 0.609
H -1.399 -7.024 -0.130
H -2.570 -4.897 -0.560
H -2.243 -2.906 -2.996
H -4.323 -3.238 -4.257
H -6.518 -2.843 -3.172
H -6.600 -2.150 -0.795
H -4.531 -1.873 0.483
H -0.927 -2.018 4.098
H 1.494 -0.780 4.350
H 2.063 1.617 1.545
H 3.068 0.599 2.574
H 3.051 0.660 -2.490
H 4.215 2.488 -3.643
H 5.694 4.021 -2.379
H 6.003 3.705 0.057
H 4.836 1.869 1.218
H 5.630 -0.919 -0.789
H 7.366 -2.464 0.005
H 7.059 -3.707 2.123
H 4.978 -3.389 3.437
H 3.233 -1.859 2.642
C -3.675 3.279 -3.925
C -3.690 1.971 -3.461
C -3.101 1.665 -2.244
C -2.482 2.651 -1.478
C -2.469 3.960 -1.961
C -3.066 4.274 -3.173
Ge -1.522 2.149 0.156
C -0.059 3.381 0.555
C 0.960 3.607 -0.370
C 2.034 4.431 -0.071
C 2.109 5.048 1.169
C 1.099 4.844 2.099
C 0.026 4.022 1.792
C -2.671 1.889 1.702
C -2.113 1.598 2.950
C -2.927 1.332 4.038
C -4.309 1.344 3.898
C -4.875 1.625 2.662
C -4.060 1.895 1.573
H -4.122 3.518 -4.882
H -4.128 1.180 -4.056
H -3.104 0.632 -1.907
H -1.973 4.738 -1.391
H -3.046 5.294 -3.538
H 0.929 3.129 -1.346
H 2.817 4.572 -0.806
H 2.952 5.684 1.410
H 1.148 5.325 3.068
H -0.750 3.869 2.533
H -1.036 1.534 3.062
H -2.478 1.093 4.994
H -4.943 1.127 4.749
H -5.952 1.629 2.545
H -4.509 2.103 0.606
F 1.320 -0.380 -4.089
B 0.229 -1.190 -4.484
F 0.653 -2.207 -5.331
F -0.761 -0.404 -5.086
F -0.324 -1.758 -3.283
```

Computed properties:
frontier orbital gap (spin up / spin down) = 6.640 / 5.873 eV
2S+1 = 2
maximum force = 0.0048 Eh/bohr
net charge = -1

Entry 4:
Here is a molecular structure, C48H41Cl2N3O3PRuSb at a distorted geometry from OMol25. Energies are from ωB97M-V/def2-TZVPD.

```
100
Properties=species:S:1:pos:R:3
Ru -0.010 -1.095 0.712
C -1.077 1.070 3.445
C -1.856 -0.203 3.389
C -3.161 -0.283 3.868
C -3.766 -1.522 3.990
C -3.016 -2.651 3.697
C -1.740 -2.485 3.188
N -1.201 -1.293 2.976
Sb -0.486 -4.244 2.890
C 1.389 -3.137 3.063
C 2.354 -3.734 3.861
C 3.557 -3.076 4.062
C 3.739 -1.852 3.451
C 2.727 -1.326 2.651
C 2.937 -0.040 1.933
N 1.568 -1.964 2.475
C -0.971 -4.103 0.776
C -0.934 -5.222 -0.037
C -1.731 -5.238 -1.174
C -2.590 -4.173 -1.396
C -2.525 -3.060 -0.567
C -3.411 -1.869 -0.731
N -1.686 -3.022 0.476
H -0.660 1.186 4.447
H -1.703 1.932 3.230
H -0.242 1.017 2.740
H -3.683 0.616 4.151
H -4.778 -1.612 4.361
H -3.408 -3.647 3.849
H 2.170 -4.701 4.308
H 4.333 -3.507 4.677
H 4.659 -1.303 3.578
H 3.330 0.728 2.596
H 1.994 0.286 1.481
H 3.664 -0.188 1.132
H -0.302 -6.057 0.228
H -1.709 -6.080 -1.851
H -3.298 -4.197 -2.209
H -4.370 -2.071 -0.254
H -3.583 -1.621 -1.777
H -2.927 -1.032 -0.223
C 2.308 4.762 -0.091
C 1.575 4.425 -1.214
C 0.640 3.407 -1.166
C 0.418 2.713 0.018
C 1.171 3.048 1.144
C 2.107 4.066 1.087
P -0.833 1.372 0.148
C -2.260 2.351 0.763
C -2.127 3.619 1.322
C -3.252 4.338 1.686
C -4.516 3.801 1.505
C -4.657 2.525 0.980
C -3.534 1.804 0.622
C -1.438 1.127 -1.555
C -2.069 2.161 -2.221
C -2.434 2.024 -3.562
C -2.185 0.847 -4.219
C -1.591 -0.245 -3.559
C -1.321 -1.451 -4.237
C -0.696 -2.486 -3.596
C -0.345 -2.361 -2.245
C -0.598 -1.211 -1.530
C -1.208 -0.113 -2.192
H 3.045 5.548 -0.144
H 1.737 4.954 -2.138
H 0.099 3.150 -2.064
H 1.043 2.512 2.074
H 2.688 4.314 1.964
H -1.150 4.056 1.474
H -3.147 5.329 2.105
H -5.393 4.372 1.769
H -5.639 2.096 0.840
H -3.639 0.809 0.214
H -2.275 3.086 -1.702
H -2.891 2.856 -4.076
H -2.419 0.744 -5.269
H -1.588 -1.524 -5.282
H -0.460 -3.400 -4.122
H 0.120 -3.219 -1.777
Cl 3.001 -2.582 -2.777
C 2.852 -3.743 -1.450
Cl 2.053 -2.997 -0.038
H 3.846 -4.060 -1.140
H 2.244 -4.588 -1.771
O 2.985 1.030 -4.509
C 3.571 1.566 -3.439
C 4.687 2.393 -3.621
C 5.307 2.991 -2.547
C 4.842 2.769 -1.257
C 3.752 1.947 -1.057
C 3.105 1.348 -2.129
C 1.893 0.479 -1.892
O 1.351 -0.021 -2.889
O 1.534 0.340 -0.696
H 2.200 0.510 -4.183
H 5.038 2.541 -4.630
H 6.154 3.638 -2.715
H 5.333 3.229 -0.414
H 3.371 1.774 -0.064
```

Computed properties:
frontier orbital gap (spin up / spin down) = 5.305 / 6.115 eV
2S+1 = 2
maximum force = 0.0629 Eh/bohr
net charge = +1

For reference, ΔE to the lowest compared entry with this formula, charge and spin by record: 1.4829 1.9001 0.0000 3.2717 eV.